Entry from OMol25: a 4-piece molecular cluster, C25H52B2IN4O7 overall at a distorted geometry (ωB97M-V with the def2-TZVPD basis set).

HOMO, eV: -4.2
E, a.u.: -2076.56560
Charge: -1
LUMO, eV: 2.128
M, g/mol: 669.2
Orbital gap, eV: 6.35

```
91
Properties=species:S:1:pos:R:3:forces:R:3
C 1.44302 4.99221 3.11710 0.154 -1.083 -2.854
C 1.40417 4.25854 1.81027 1.065 2.422 3.132
B 0.31534 3.03120 1.66018 -0.977 0.006 -1.039
O 0.04921 2.51467 0.27298 0.058 -1.918 -0.721
C -0.37297 1.07474 0.26324 0.672 3.169 0.497
C -2.00139 1.16587 0.44179 -0.568 -0.653 -1.216
C -2.78930 -0.27472 0.25376 -0.191 0.715 0.542
C -3.44813 -0.66296 1.72455 1.855 -0.863 -0.097
I -5.51206 0.11406 1.87226 0.982 -0.451 -0.018
C 0.53395 0.59024 1.54682 0.890 0.621 -0.393
B 0.15089 -0.85810 2.28945 -0.727 -0.538 1.458
O 0.26236 -0.92737 3.78520 2.157 -0.215 -3.244
O -0.33361 -2.06165 1.57008 1.906 1.413 2.369
C -0.06805 -3.29708 2.32708 -0.627 -1.538 0.284
C 2.04469 0.28397 0.98794 4.990 -1.211 -2.315
C 3.41810 1.10170 1.44703 0.119 -1.415 -1.066
C 4.93352 0.79448 0.94615 -4.507 -2.393 -1.093
N 5.19310 -0.31245 -0.01738 -4.951 1.344 1.625
C 3.99234 -1.05167 -0.49991 -1.300 0.961 1.153
C 2.41336 -0.90402 -0.13192 2.914 2.893 2.316
O 0.57893 1.76974 2.43825 0.457 -2.885 -1.079
H 2.46155 5.36885 3.61058 -2.393 -0.145 -1.527
H 0.43866 5.25983 3.68499 2.283 -1.449 -0.854
H 2.18133 4.57018 0.97886 -0.760 -1.094 2.032
H -0.71211 3.48484 2.05970 -0.847 0.472 0.715
H 0.01526 0.65487 -0.77079 -1.145 0.435 2.132
H -2.35295 1.65166 1.44692 1.120 -0.806 -1.875
H -2.39781 1.86316 -0.43552 1.173 -1.291 1.935
H -3.64716 -0.13783 -0.53070 1.569 -0.395 1.542
H -2.05806 -1.09416 -0.15798 -1.436 1.381 1.115
H -2.85196 -0.14671 2.60894 -1.310 -1.029 -1.961
H -3.44131 -1.82310 1.92916 -0.355 2.388 -0.467
H 1.23864 -0.71046 3.96730 -2.225 0.068 -0.154
H -0.77454 -3.33834 3.26497 1.602 0.073 -1.727
H 1.05533 -3.45010 2.63934 -2.194 0.645 -0.557
H -0.34311 -4.24280 1.65427 0.485 2.230 1.200
H 3.27664 1.99820 2.21534 0.157 -2.144 -1.851
H 5.82353 1.42830 1.36847 -1.899 -1.489 -1.064
H 4.22729 -1.91755 -1.29097 -0.361 2.191 1.954
H 1.56821 -1.59114 -0.60581 2.198 1.621 1.098
C -0.60138 -1.54283 -5.23975 0.222 0.103 -0.246
C -0.38756 -2.26428 -3.91179 -0.495 0.172 0.020
C -1.36610 -3.44001 -3.68462 0.147 0.086 0.456
O -2.68287 -3.04050 -3.29330 0.321 -0.302 -0.505
C -3.52752 -2.67031 -4.37211 -0.143 0.120 0.448
N -0.45949 -1.28345 -2.81879 -0.197 -0.364 0.075
H -1.48365 -0.89823 -5.23212 0.053 -0.101 0.088
H 0.25831 -0.90215 -5.46738 -0.154 -0.088 0.121
H -0.70721 -2.25837 -6.06157 -0.027 0.038 0.056
H 0.62667 -2.68118 -3.93175 -0.097 -0.062 0.100
H -0.98216 -4.03952 -2.85013 -0.151 0.083 -0.035
H -1.40337 -4.10809 -4.55312 -0.093 0.083 -0.127
H -3.33818 -3.26582 -5.26960 0.101 0.034 -0.018
H -3.41464 -1.60672 -4.58699 -0.024 0.009 -0.253
H -4.56404 -2.83394 -4.06193 0.156 -0.045 0.044
H -0.22591 -1.75350 -1.94324 0.030 0.160 -0.106
H -1.44586 -1.03303 -2.70027 0.308 0.046 -0.052
C 1.49332 -7.61679 -2.32242 0.075 -0.011 -0.325
C 1.34429 -6.46340 -1.33392 -0.118 -0.389 0.238
C 2.16314 -6.65438 -0.03603 -0.261 0.324 0.133
O 1.58145 -7.57128 0.89540 0.494 0.066 -0.377
C 1.86479 -8.93610 0.62845 -0.323 0.086 0.316
N -0.08362 -6.26266 -1.04648 0.150 0.044 0.351
H 0.93620 -8.50656 -2.01929 0.038 0.114 0.066
H 1.11345 -7.32453 -3.30814 0.011 -0.013 0.204
H 2.54507 -7.89589 -2.44292 -0.083 0.003 0.030
H 1.72360 -5.56243 -1.83115 -0.009 -0.009 0.172
H 2.19601 -5.68962 0.48488 -0.091 -0.157 0.009
H 3.20369 -6.92467 -0.25101 -0.029 -0.161 -0.057
H 2.86718 -9.07781 0.21481 -0.031 0.051 -0.084
H 1.11105 -9.34972 -0.04308 0.136 -0.163 -0.150
H 1.80023 -9.48602 1.57227 0.026 0.159 -0.058
H -0.18431 -5.43452 -0.45814 -0.044 -0.051 -0.205
H -0.38051 -7.02871 -0.43432 0.051 0.191 -0.270
C -1.31581 8.68674 -0.06682 -0.063 0.082 -0.297
C -2.02500 8.51442 1.27371 0.422 -0.287 0.114
C -1.33220 9.26032 2.43783 -0.084 -0.357 0.208
O -0.16000 8.60956 2.93692 -0.347 0.677 -0.252
C 1.01871 8.87365 2.19180 0.090 -0.413 0.217
N -2.16362 7.07876 1.55924 0.086 0.344 0.364
H -0.40097 8.09362 -0.13916 -0.114 0.027 0.114
H -1.96852 8.36540 -0.88661 0.091 -0.014 0.195
H -1.05810 9.73634 -0.24146 0.013 -0.045 0.023
H -3.02964 8.94031 1.16334 0.043 0.015 0.143
H -2.03244 9.28925 3.28164 0.125 -0.110 -0.033
H -1.11819 10.30383 2.17843 0.146 0.028 -0.129
H 1.03812 9.89240 1.79465 -0.111 0.036 -0.054
H 1.12194 8.14595 1.38561 0.110 0.111 -0.113
H 1.87648 8.74729 2.85935 -0.183 -0.014 -0.011
H -2.71763 6.96761 2.40943 0.010 -0.058 -0.230
H -1.23809 6.73244 1.82967 -0.219 -0.119 -0.246
```
Positions in Å, forces in eV/Å.

=====

Entry from OMol25: C3H5HgO3 as an isolated structure at a distorted geometry (ωB97M-V with the def2-TZVPD basis set).

HOMO (spin up / spin down), eV: -7.2 / -7.2
E, a.u.: -496.29531
Spin multiplicity: 2
LUMO (spin up / spin down), eV: 0.387 / -2.159
Energy above the lowest of the compared OMol25 structures with the same formula, charge and spin, eV: 2.043
M, g/mol: 289.7
Orbital gap (spin up / spin down), eV: 7.62 / 5.03

```
12
Properties=species:S:1:pos:R:3:forces:R:3
H -2.51170 1.05992 -0.28866 0.410 0.322 0.198
O -0.51896 1.35294 0.28078 -2.022 -0.469 -0.150
C 0.70975 0.98647 0.07051 1.884 2.229 0.778
C -1.63155 0.43628 -0.10300 0.135 1.571 -0.052
O 1.65590 1.76082 0.23375 -3.135 0.255 -0.081
O 0.98142 -0.23819 -0.32699 -2.555 -3.479 1.154
C 0.37293 -1.44058 0.43416 2.279 0.203 -3.785
H -1.39487 0.00688 -1.08362 0.014 -0.561 0.700
H -1.88958 -0.17157 0.76909 0.395 -0.400 -0.604
H -0.40526 -1.93886 -0.17227 -0.520 0.948 0.771
H 1.22311 -2.13938 0.32641 -0.088 0.455 1.321
Hg 3.40880 0.32528 -0.14015 3.202 -1.074 -0.249
```
Positions in Å, forces in eV/Å.

=====

Entry from OMol25: a 8-piece molecular cluster, H16O8 overall at a distorted geometry (ωB97M-V with the def2-TZVPD basis set).

HOMO, eV: -11.1
E, a.u.: -611.43156
SMILES: O.O.O.O.O.O.O.O
LUMO, eV: -0.243
Energy above the lowest of the compared OMol25 structures with the same formula, charge and spin, eV: 4.110
M, g/mol: 144.1
Orbital gap, eV: 10.82

```
24
Properties=species:S:1:pos:R:3:forces:R:3
O -0.41947 -0.31960 0.22948 -2.984 -4.317 -1.890
H -0.10869 -0.67244 -0.61181 -0.121 0.049 0.079
H -0.00580 0.45813 0.38065 2.270 3.379 1.100
O 1.66560 1.13857 -4.59999 1.203 -0.994 -3.668
H 1.88029 0.34947 -5.22622 -0.754 1.999 2.216
H 1.38934 0.84641 -3.76123 -0.422 -0.945 1.437
O 0.70678 2.71761 -1.73101 2.328 2.200 1.604
H 0.09161 2.13841 -1.36071 -1.973 -1.721 0.527
H 1.06566 3.12487 -0.87279 -0.432 -0.517 -2.133
O 3.29004 -1.99796 0.82822 -1.071 0.408 -2.317
H 3.03109 -2.22778 1.70430 -0.562 -0.196 0.931
H 2.44602 -1.92061 0.28478 1.614 -0.187 1.413
O 0.97577 0.88864 1.85064 3.037 -1.014 -2.189
H 1.20336 1.58800 1.21763 0.181 -0.094 0.745
H 0.44002 1.27703 2.48711 -1.271 1.295 1.706
O -1.73062 -3.29515 2.13440 0.074 -0.610 3.242
H -2.23921 -2.94225 1.46228 -1.178 1.100 -2.914
H -2.36406 -3.10911 2.87071 1.135 -0.502 -0.341
O -0.94647 2.12020 2.65421 -2.657 -0.902 -0.624
H -1.67384 1.53607 2.27780 1.552 0.660 0.636
H -1.42518 2.93506 2.74706 -0.072 0.912 0.370
O -3.14767 -1.37375 -1.53216 -0.025 -1.603 -1.867
H -2.85346 -0.72963 -0.93614 0.343 1.366 1.579
H -4.02899 -1.68015 -1.33382 -0.214 0.234 0.357
```
Positions in Å, forces in eV/Å.

=====

Entry from OMol25: a 2-piece molecular cluster, C4H10N2 overall at a distorted geometry (ωB97M-V with the def2-TZVPD basis set).

HOMO, eV: -8.7
E, a.u.: -267.83733
SMILES: [H]/N=C/N.C=CC
LUMO, eV: 0.968
Energy above the lowest of the compared OMol25 structures with the same formula, charge and spin, eV: 2.395
M, g/mol: 86.1
Orbital gap, eV: 9.69

```
16
Properties=species:S:1:pos:R:3:forces:R:3
H -1.51428 -2.34971 -1.00575 0.268 0.106 0.410
N -1.94516 -1.43050 -0.96713 0.376 0.143 -0.495
C -1.50275 -0.73123 -1.94111 -1.040 -1.059 0.296
N -2.06108 0.47728 -2.26573 0.995 -0.025 0.115
H -0.75956 -1.09861 -2.65785 -0.003 0.197 0.073
H -2.82377 0.75055 -1.66940 -0.284 -0.011 -0.242
H -2.15022 0.55356 -3.26025 -0.304 0.650 -0.148
C 1.14782 0.00698 2.68081 1.535 0.189 -0.079
C 1.70769 1.01009 1.97469 -1.579 0.172 0.537
C 2.58061 0.71231 0.82985 0.852 -1.274 -1.118
H 0.22509 -0.06463 3.22777 0.074 0.818 0.581
H 1.84403 -0.80936 2.82825 -0.595 -1.009 -0.759
H 1.46222 2.04309 2.21301 -0.633 0.016 -0.707
H 3.26184 1.49011 0.45756 0.310 -0.428 0.742
H 2.95826 -0.32370 0.96199 1.022 0.692 0.428
H 2.08211 0.40612 -0.10734 -0.993 0.823 0.366
```
Positions in Å, forces in eV/Å.

=====

Entry from OMol25: C26H48N2NbO32S8 as an isolated structure at a distorted geometry (ωB97M-V with the def2-TZVPD basis set).

HOMO, eV: -4.7
E, a.u.: -6778.18694
Charge: -1
LUMO, eV: 1.493
M, g/mol: 1250.1
Orbital gap, eV: 6.18

```
117
Properties=species:S:1:pos:R:3:forces:R:3
N 4.09995 -1.95450 1.79759 -4.758 1.769 -2.069
C 2.89217 -1.58259 1.21342 2.803 -0.302 2.557
C 1.93894 -0.37260 1.77592 0.195 -2.158 1.016
Nb 1.43396 1.25148 0.26004 0.925 -0.244 1.137
C 2.63011 0.23745 -1.43160 -0.097 0.668 -2.883
C 2.03355 0.87104 -2.84687 1.696 4.270 -0.393
O 2.21707 2.13124 -3.25250 -0.925 -7.160 2.123
C 0.19749 2.32833 1.88506 -1.170 0.429 0.142
C -1.36811 1.76629 1.78683 -0.439 -0.285 0.513
C -2.26175 2.87541 0.91108 2.063 -0.285 1.360
S -3.82168 2.14764 0.16725 -3.949 0.881 -0.533
O -4.74436 1.51171 1.23946 5.865 1.554 -8.144
O -4.50801 3.26065 -0.68598 2.842 -4.072 2.473
O -3.32709 0.83394 -0.85848 -0.349 0.896 2.682
C 3.32065 2.44792 0.73605 5.521 3.667 0.924
C 3.59475 4.02322 0.28143 1.838 -0.760 1.185
C 4.93498 4.89266 0.58103 -1.250 -4.294 0.866
N 6.08320 4.27245 1.30099 -4.642 -2.497 -0.911
C 5.88914 2.86405 1.74749 -1.765 -0.346 -0.767
C 4.63639 1.83878 1.57234 -0.315 4.327 -2.180
H 4.26292 -1.33422 2.62208 -0.371 -0.678 -0.950
H 2.55338 -2.21736 0.28649 0.566 1.771 2.257
H 0.91147 -0.88369 2.09888 1.912 0.987 -0.631
H 2.39278 0.14393 2.74688 -1.004 -1.333 -2.228
H 0.97662 2.58848 -0.92203 -0.387 -0.071 0.395
H -0.04002 0.34068 -0.36367 0.189 0.227 -0.530
H 2.49877 -0.92495 -1.46994 0.446 2.247 -0.034
H 3.74632 0.60271 -1.36627 -2.115 -0.938 -0.085
H 1.45609 0.12788 -3.54332 0.715 1.301 1.178
H 0.66023 2.10744 2.95339 -1.066 0.706 -2.119
H 0.15648 3.48128 1.63022 0.240 -2.144 0.918
H -1.42738 0.70317 1.28190 0.162 2.187 0.841
H -1.82288 1.62875 2.87527 0.854 0.472 -2.461
H -2.54921 3.72677 1.69738 0.214 -1.887 -2.221
H -1.53082 3.26963 0.07081 -1.904 -0.824 1.345
H -3.28182 0.05767 -0.19581 -0.090 1.644 -1.390
H 2.72798 4.56178 -0.32840 2.050 -1.333 1.406
H 4.99519 6.02125 0.19625 0.103 -2.849 1.052
H 6.82611 2.39022 2.32045 -2.145 1.380 -1.409
H 4.63214 0.72040 1.98610 0.304 3.178 -1.495
C 4.22788 -6.35271 -1.96036 -0.463 -0.404 -0.022
C 3.68038 -5.66265 -3.20687 0.664 -0.173 -0.291
O 2.81412 -4.64124 -2.71789 -0.050 0.026 1.069
S 3.39037 -4.09502 -1.29311 0.631 0.564 0.086
O 4.15183 -2.89191 -1.54578 -1.242 -1.715 0.554
O 2.33018 -4.16459 -0.31456 1.076 -0.025 -1.412
O 4.43925 -5.31045 -1.00946 -0.430 1.069 -0.362
H 3.49562 -7.05131 -1.54286 0.341 0.372 -0.050
H 5.16310 -6.88291 -2.15916 -0.089 0.240 0.156
H 3.13628 -6.35036 -3.85862 -0.054 0.318 0.271
H 4.48303 -5.18111 -3.77538 -0.008 -0.079 0.045
C -2.93109 3.93944 -3.52214 -0.525 0.399 0.080
C -3.20539 4.31844 -4.97501 -0.421 -1.202 0.108
O -1.95513 4.77827 -5.48315 1.828 -7.817 -2.526
S -0.75079 3.96493 -4.74257 0.350 -0.650 -0.115
O -0.34445 2.87709 -5.60431 -0.135 1.355 1.096
O 0.17932 4.92471 -4.19472 -1.090 -1.174 -1.057
O -1.63489 3.34358 -3.52183 0.532 0.214 -1.037
H -2.89789 4.82746 -2.88270 -0.115 -0.163 -0.058
H -3.67321 3.23818 -3.13127 0.338 0.009 -0.011
H -3.96792 5.09565 -5.06589 0.310 -0.499 -0.022
H -3.50652 3.44328 -5.56045 -0.053 0.036 0.102
C 4.57111 0.84484 7.24073 -0.334 -0.055 0.470
C 3.95600 -0.52437 6.96393 0.610 -0.180 0.099
O 3.06961 -0.32021 5.86602 0.129 0.913 -0.214
S 3.67357 0.85422 4.90875 -0.258 0.455 -0.585
O 4.38069 0.22577 3.81505 -0.789 0.918 2.481
O 2.65081 1.85525 4.71302 1.422 -1.589 0.108
O 4.77601 1.43683 5.95903 -0.404 -0.675 -0.556
H 3.88004 1.48096 7.80317 0.048 -0.087 0.007
H 5.51805 0.77019 7.78204 -0.064 0.082 -0.308
H 3.41586 -0.92054 7.82710 -0.131 0.121 -0.281
H 4.72027 -1.24387 6.65161 -0.016 0.059 0.108
C -0.43764 -8.64369 -3.64255 -0.781 -0.154 0.389
C -0.21653 -8.30883 -2.16990 -0.410 0.717 -0.247
O 0.86421 -9.14159 -1.75602 0.909 -0.721 -1.013
S 1.87028 -9.37086 -3.01922 -0.342 -0.333 0.063
O 2.96261 -8.43047 -2.90254 -1.276 -1.981 -0.646
O 2.06934 -10.79093 -3.19293 0.114 1.866 0.343
O 0.86556 -8.84060 -4.18852 1.029 -0.049 0.807
H -0.99848 -9.57721 -3.75456 0.014 0.100 0.026
H -0.95688 -7.84215 -4.17471 0.321 -0.111 0.025
H -1.10423 -8.49844 -1.56179 0.495 -0.141 -0.143
H 0.09379 -7.26600 -2.04517 -0.143 -0.043 -0.021
C -2.62889 -6.75242 2.19861 -0.345 -0.088 0.648
C -3.24400 -8.12163 1.92180 0.694 -0.157 0.222
O -4.13039 -7.91747 0.82389 0.108 0.948 -0.492
S -3.52643 -6.74304 -0.13338 -0.362 0.621 0.082
O -2.81931 -7.37149 -1.22707 -1.071 0.977 1.081
O -4.54919 -5.74201 -0.32910 1.415 -1.613 -0.076
O -2.42399 -6.16043 0.91691 -0.523 -0.757 -0.916
H -3.31996 -6.11630 2.76104 0.070 -0.089 -0.016
H -1.68195 -6.82707 2.73992 -0.071 0.102 -0.326
H -3.78414 -8.51780 2.78498 -0.124 0.127 -0.296
H -2.47973 -8.84113 1.60949 -0.017 0.052 0.119
C -2.52076 9.67360 -4.83458 0.522 0.269 0.047
C -2.12769 9.48585 -6.29745 -0.439 0.444 -0.016
O -1.92520 8.08307 -6.45238 -0.367 -0.487 0.790
S -2.93682 7.28783 -5.45007 1.081 0.056 1.070
O -4.10032 6.88597 -6.20895 1.203 0.394 0.937
O -2.16010 6.36681 -4.65331 -2.618 9.318 1.494
O -3.35227 8.55868 -4.51720 -0.295 -0.015 -0.885
H -1.64181 9.63943 -4.18280 -0.042 0.039 -0.091
H -3.05943 10.61042 -4.66883 -0.084 -0.284 -0.002
H -1.22169 10.03749 -6.55941 -0.030 -0.343 0.044
H -2.94188 9.78534 -6.96583 0.064 0.073 0.073
C -6.09149 2.84299 5.95531 -0.274 -0.368 0.233
C -4.93664 1.92933 6.35688 0.163 0.478 0.300
O -4.52311 1.29714 5.14770 -0.345 0.376 -0.391
S -4.76221 2.32484 3.90388 -0.766 -0.667 -1.148
O -3.50863 2.98661 3.61800 -1.881 -0.643 0.435
O -5.54260 1.64721 2.89482 -0.885 1.543 6.988
O -5.72807 3.38077 4.68491 0.792 -0.181 0.105
H -7.01906 2.27473 5.83188 0.071 0.013 0.068
H -6.25201 3.64741 6.67809 0.111 0.002 -0.283
H -5.23339 1.18475 7.09937 0.063 -0.048 -0.311
H -4.09076 2.50910 6.74119 -0.118 -0.005 0.059
```
Positions in Å, forces in eV/Å.

=====

Entry from OMol25: a 2-piece molecular cluster, CH3N2O2 overall at a distorted geometry (ωB97M-V with the def2-TZVPD basis set).

HOMO (spin up / spin down), eV: -13.6 / -13.6
E, a.u.: -299.36440
Charge: +1
LUMO (spin up / spin down), eV: -6.416 / -6.415
Energy above the lowest of the compared OMol25 structures with the same formula, charge and spin, eV: 5.013
M, g/mol: 75.0
Orbital gap (spin up / spin down), eV: 7.22 / 7.22

```
8
Properties=species:S:1:pos:R:3:forces:R:3
C -0.58184 -0.40401 -0.08645 2.912 2.258 -0.907
N 2.19782 0.06388 -0.00530 -1.953 -0.534 -0.240
N -1.63047 0.29889 0.00579 2.161 2.903 0.022
O 2.26601 1.15225 0.07239 0.263 3.913 0.367
O 2.41424 -1.00557 -0.10200 0.890 -3.544 -0.226
H -0.76068 -1.38988 -0.22560 -0.759 -3.555 0.403
H -2.46472 -0.03228 0.36727 -2.527 -0.699 0.134
H -1.44036 1.31670 -0.02610 -0.987 -0.743 0.448
```
Positions in Å, forces in eV/Å.

=====

Question: Which value of M does entry 3 give?
Answer: 144.1 g/mol

=====

Question: Among the records above, which one has the lowest M?
Answer: CH3N2O2

=====

Question: What is the formula in the second record?
Answer: C3H5HgO3